(1)
55
Properties=species:S:1:pos:R:3 method="wB97M-V/def2-TZVPD" de_lowest_kj_mol=404.5 total_energy_ev=-36917.2809 homo_ev=-9.05 gap_ev=9.15
C 0.83891 0.40339 -0.76980
O 2.11633 0.93935 -0.78799
C 0.05300 0.20461 -2.05079
C -1.19523 -0.63568 -1.80924
C -1.64286 -1.47356 -2.96614
O -2.28462 -2.48577 -2.80778
N -0.23588 1.52514 -2.58377
H 0.93393 -0.62323 -0.37471
H 0.19781 0.81824 0.02633
H 2.22903 1.87528 -0.92940
H 0.60994 -0.35705 -2.82094
H -1.00973 -1.32974 -0.98108
H -1.97868 0.01364 -1.44186
H -1.43025 -1.13170 -3.99682
H -0.01245 2.41124 -2.15272
H -0.26468 1.63945 -3.58411
H -1.78706 -1.27581 3.06910
H -1.13986 -1.09002 4.52950
O -1.14164 -1.58325 3.71018
H -0.99972 4.62115 -1.31701
H 0.10209 4.24986 -0.46717
O -0.14914 4.17368 -1.40918
H -2.04343 2.08789 1.92164
H -0.76758 1.26223 2.18096
O -1.22575 1.79280 1.51483
H 0.64109 -2.74137 1.66461
H 0.86047 -3.17270 0.11420
O 0.26195 -2.88591 0.79444
H 3.55870 0.22898 -1.73758
H 3.47904 0.40531 -3.32514
O 3.92094 -0.02743 -2.59555
H -2.19368 1.56902 -0.66902
H -2.58684 2.60584 -1.50788
O -3.03531 2.00417 -0.88878
H -3.69031 -0.25542 1.42623
H -2.41281 -0.91720 1.50928
O -2.95444 -0.33654 2.04648
H 3.60402 -1.20802 1.15764
H 3.70828 0.17103 0.45756
O 3.58022 -0.25015 1.29716
H 0.60294 -2.21543 3.56066
H 2.14461 -1.85770 3.35233
O 1.50022 -2.55179 3.50559
H -1.23153 3.92932 0.52288
H -0.03900 3.54190 1.34676
O -0.38015 4.27032 0.81480
H -3.90521 -1.38224 -1.15224
H -3.01707 -2.26508 -0.26360
O -3.39778 -1.38245 -0.33534
H 3.25259 -2.77605 -0.99004
H 3.58446 -3.50066 0.39117
O 3.37302 -2.67198 -0.04565
H 1.58980 0.19120 1.88510
H 0.67913 -0.56766 2.95460
O 1.17118 0.23406 2.75328

(2)
23
Properties=species:S:1:pos:R:3 method="wB97M-V/def2-TZVPD" de_lowest_kj_mol=593.8 total_charge=+1 total_energy_ev=-9433.8178 homo_ev=-13.14 gap_ev=5.07
C -1.31466 -0.16441 -0.50373
N -2.22390 0.84323 -0.06162
C -3.52663 0.35433 0.38695
C 0.12135 0.38697 -0.33571
N 1.05985 -0.61516 -0.33528
C 2.30097 -0.02697 0.09078
C 1.88184 0.79247 1.30926
C 0.42444 1.19438 0.99527
H -1.48214 -0.53790 -1.52598
H -1.38559 -1.00563 0.18033
H -2.33419 1.55943 -0.77241
H -3.38911 -0.32073 1.23791
H -4.11193 1.19585 0.72839
H -4.09918 -0.15488 -0.39151
H 0.34817 1.11113 -1.13974
H 3.60227 -4.31098 -2.86720
H 3.91182 -5.00156 -2.77750
H 3.07855 -0.74999 0.32514
H 2.61462 0.53200 -0.80022
H 2.56138 1.63364 1.43095
H 1.92105 0.19825 2.21326
H -0.27155 0.82783 1.74652
H 0.31258 2.25869 0.86617

(3)
87
Properties=species:S:1:pos:R:3 method="wB97M-V/def2-TZVPD" total_charge=+1 total_energy_ev=-68945.0631 homo_ev=-11.69 gap_ev=8.58
C 0.56654 -1.71254 -1.10174
C -1.01459 -1.29779 -1.29532
C -1.31972 -0.34646 -2.59558
O -0.53842 0.89826 -2.65707
N -1.17281 1.93298 -2.07887
C -2.26094 2.55167 -2.98152
C -3.72963 2.66307 -2.19076
C -4.79050 1.49865 -2.65250
C -6.25224 1.87997 -1.94947
O -7.33634 0.94430 -2.33088
C -8.15735 0.80392 -1.08269
O -8.78219 -0.34463 -0.74307
C -0.17124 3.06206 -1.83772
I -1.08758 4.79392 -0.76921
C 1.12598 2.63130 -0.93279
C 2.37843 1.98509 -1.83355
I 0.62733 1.41207 0.83862
H 0.78287 -1.67097 0.07125
H 0.83980 -2.79103 -1.46406
H 1.20161 -0.86295 -1.60356
H -1.59606 -2.32208 -1.48925
H -1.50038 -0.86852 -0.29286
H -2.47988 -0.21139 -2.66542
H -1.00722 -0.98162 -3.55654
H -1.64995 1.59479 -1.21477
H -2.48026 1.82773 -3.90504
H -1.92362 3.57208 -3.45874
H -4.20653 3.74107 -2.37663
H -3.58745 2.57608 -1.01650
H -4.51861 0.42241 -2.21455
H -4.86371 1.40682 -3.82598
H -6.59905 2.96755 -2.20687
H -6.10749 1.84531 -0.76785
H -8.27419 1.69240 -0.29536
H 0.21560 3.37054 -2.92398
H 1.57649 3.64668 -0.49484
H 2.65612 0.89275 -1.45885
H 3.34176 2.68948 -1.80986
H 2.04044 1.98377 -2.97628
O 2.07776 -3.20709 0.60301
C 2.89013 -3.01006 1.49150
O 4.24400 -3.04542 1.31843
C 4.88233 -2.87972 2.58368
C 3.86170 -2.19948 3.45804
C 2.55861 -2.74247 2.92840
H 5.16427 -3.86691 2.96465
H 5.78573 -2.27451 2.46448
H 4.01354 -2.38860 4.52403
H 3.89975 -1.11508 3.29794
H 2.28290 -3.68330 3.41279
H 1.75303 -2.00999 3.01739
O -4.22224 2.33409 1.52065
C -3.40987 2.53112 2.40915
O -2.05600 2.49576 2.23608
C -1.41767 2.66145 3.50133
C -2.43830 3.34170 4.37569
C -3.74139 2.79870 3.84604
H -1.13574 1.67426 3.88229
H -0.51427 3.26666 3.38212
H -2.28646 3.15258 5.44168
H -2.40025 4.42610 4.21559
H -4.01710 1.85788 4.33044
H -4.54697 3.53118 3.93504
O 4.77776 -4.30877 4.82065
C 5.59013 -4.11174 5.70915
O 6.94400 -4.14710 5.53608
C 7.58233 -3.98140 6.80133
C 6.56170 -3.30116 7.67569
C 5.25861 -3.84415 7.14604
H 7.86426 -4.96859 7.18229
H 8.48573 -3.37619 6.68212
H 6.71354 -3.49028 8.74168
H 6.59975 -2.21676 7.51559
H 4.98290 -4.78498 7.63044
H 4.45303 -3.11167 7.23504
O -2.42136 1.21841 -6.23508
C -1.50928 0.50548 -6.61979
O -0.56143 -0.04019 -5.80245
C 0.40711 -0.72160 -6.59831
C -0.28951 -1.02578 -7.89873
C -1.23552 0.13891 -8.04697
H 1.27249 -0.06443 -6.73408
H 0.73057 -1.63236 -6.08595
H 0.39950 -1.13967 -8.73983
H -0.86375 -1.95539 -7.80340
H -0.76151 0.98681 -8.54917
H -2.15356 -0.15298 -8.56216